#one
{
  "formula": "C3H33O14",
  "method": "the ωB97M-V functional and the def2-TZVPD basis",
  "multiplicity": 1,
  "charge": -1,
  "gap_ha": 0.294,
  "elements": ["C", "C", "C", "O", "H", "H", "H", "H", "H", "H", "H", "O", "H", "H", "O", "H", "H", "O", "H", "H", "O", "H", "H", "O", "H", "H", "O", "H", "H", "O", "H", "H", "O", "H", "H", "O", "H", "H", "O", "H", "H", "O", "H", "H", "O", "H", "H", "O", "H", "H"],
  "xyz": [[14.372, -16.907, 13.612], [14.390, -17.907, 12.488], [13.585, -19.176, 12.668], [13.830, -17.280, 11.356], [14.280, -17.426, 14.555], [13.532, -16.121, 13.581], [15.262, -16.247, 13.507], [15.387, -18.090, 12.222], [12.633, -19.094, 12.203], [13.305, -19.297, 13.670], [14.059, -20.030, 12.232], [14.102, -13.501, 12.608], [14.303, -13.990, 11.844], [13.840, -12.601, 12.314], [13.990, -14.285, 15.525], [14.627, -14.383, 14.830], [13.196, -14.409, 15.027], [13.726, -20.931, 9.691], [14.502, -20.369, 9.533], [13.461, -21.268, 8.843], [11.402, -14.497, 14.579], [11.469, -13.548, 14.378], [11.602, -15.008, 13.773], [16.440, -13.512, 13.935], [16.691, -14.428, 13.710], [15.652, -13.402, 13.422], [15.218, -15.246, 10.697], [14.746, -16.027, 11.058], [15.912, -15.225, 11.316], [10.410, -18.464, 14.123], [10.485, -19.411, 13.849], [9.828, -18.429, 14.899], [17.266, -15.442, 12.358], [17.450, -16.313, 11.970], [17.592, -14.779, 11.758], [11.434, -16.501, 12.645], [11.158, -17.173, 13.239], [12.337, -16.627, 12.371], [10.225, -20.565, 12.265], [10.084, -20.017, 11.489], [10.830, -21.252, 12.013], [12.384, -15.504, 9.751], [13.058, -15.997, 10.236], [11.786, -16.062, 9.227], [12.013, -18.908, 9.768], [12.466, -18.364, 10.356], [12.561, -19.676, 9.601], [15.264, -18.641, 9.570], [16.086, -18.243, 9.779], [14.721, -18.239, 10.258]],
  "lowdin_charge": [-0.04, -0.53, -0.03, -0.37, 0.08, 0.08, 0.06, 0.10, 0.04, 0.05, 0.07, -0.03, -0.01, 0.09, -0.06, -0.04, -0.05, -0.06, 0.02, 0.05, -0.08, 0.05, 0.00, -0.08, 0.00, -0.04, -0.07, -0.03, -0.06, -0.07, 0.04, 0.06, -0.05, 0.09, 0.07, -0.05, -0.03, -0.02, -0.04, 0.05, 0.04, -0.08, -0.02, 0.03, -0.05, -0.06, -0.03, -0.04, 0.02, -0.02]
}

#two
{
  "formula": "C3H33O14",
  "method": "the ωB97M-V functional and the def2-TZVPD basis",
  "multiplicity": 1,
  "charge": -1,
  "gap_ha": 0.311,
  "elements": ["C", "C", "C", "O", "H", "H", "H", "H", "H", "H", "H", "O", "H", "H", "O", "H", "H", "O", "H", "H", "O", "H", "H", "O", "H", "H", "O", "H", "H", "O", "H", "H", "O", "H", "H", "O", "H", "H", "O", "H", "H", "O", "H", "H", "O", "H", "H", "O", "H", "H"],
  "xyz": [[-0.815, -1.420, -0.826], [-0.682, 0.038, -0.281], [-1.445, 0.123, 1.017], [0.672, 0.409, 0.027], [-1.707, -1.438, -1.479], [-0.885, -2.182, -0.159], [0.053, -1.505, -1.494], [-0.903, 0.788, -0.987], [-1.015, -0.608, 1.738], [-2.480, -0.105, 0.881], [-1.342, 1.123, 1.471], [0.901, 2.992, 0.643], [0.005, 3.345, 0.525], [0.814, 2.087, 0.432], [2.945, -0.808, -1.219], [2.115, -0.557, -0.812], [3.585, -0.081, -1.196], [1.874, -3.396, -0.620], [2.607, -3.958, -0.753], [2.235, -2.668, -1.109], [-0.468, -3.717, -2.752], [-0.520, -3.432, -3.666], [-0.403, -2.982, -2.171], [0.067, -4.983, 0.803], [0.703, -4.575, 0.248], [-0.742, -4.553, 0.498], [-1.297, 3.850, 3.363], [-0.873, 3.083, 3.675], [-1.520, 3.581, 2.454], [-1.300, 3.056, -2.153], [-0.774, 2.267, -2.169], [-2.042, 2.920, -2.711], [1.649, 0.657, 2.578], [0.832, 0.899, 3.006], [1.385, 0.329, 1.664], [1.524, -1.881, 2.077], [1.340, -1.032, 2.525], [1.296, -1.914, 1.144], [1.144, 1.563, -2.399], [0.998, 1.424, -1.407], [1.321, 2.472, -2.560], [-0.654, -0.660, 4.597], [-0.064, -1.420, 4.695], [-1.369, -0.976, 4.104], [-1.539, 4.097, 0.357], [-1.363, 4.954, -0.035], [-1.691, 3.585, -0.436], [-0.956, 0.563, -3.946], [-0.105, 0.917, -3.644], [-1.112, -0.269, -3.540]],
  "lowdin_charge": [-0.04, -0.49, -0.05, -0.35, 0.09, 0.04, 0.07, 0.08, 0.08, 0.07, 0.08, -0.06, -0.03, -0.07, -0.07, -0.02, 0.06, -0.02, 0.04, 0.01, -0.05, 0.03, -0.06, -0.05, -0.04, 0.03, -0.05, -0.01, 0.00, -0.02, -0.02, 0.04, -0.09, 0.01, 0.02, -0.09, -0.03, -0.01, -0.08, 0.04, 0.04, -0.03, 0.05, -0.01, -0.05, 0.07, 0.00, -0.05, 0.00, 0.00]
}

Most stable: #one

#one
{
  "formula": "C5H9N2O3",
  "method": "the ωB97M-V functional and the def2-TZVPD basis",
  "multiplicity": 1,
  "charge": 1,
  "gap_ha": 0.382,
  "elements": ["C", "C", "C", "C", "C", "N", "N", "O", "O", "O", "H", "H", "H", "H", "H", "H", "H", "H", "H"],
  "xyz": [[2.646, -0.724, -0.306], [-1.519, -0.440, 0.065], [1.584, 0.355, -0.505], [0.685, -0.923, 0.630], [-2.838, -0.784, -0.555], [1.907, -1.680, 0.306], [1.785, 1.649, 0.041], [3.823, -0.681, -0.392], [-1.283, 0.680, 0.488], [-0.436, -1.355, 0.039], [0.962, 0.221, -1.360], [0.788, -0.552, 1.657], [-2.943, -1.951, -0.771], [-3.004, -0.024, -1.465], [-3.737, -0.636, 0.002], [1.910, -2.673, 0.075], [2.387, 2.317, -0.530], [2.374, 1.408, 0.873], [0.915, 2.157, 0.313]],
  "lowdin_charge": [-0.51, -0.42, -0.06, -0.16, 0.02, 0.15, 0.21, 0.15, 0.09, 0.06, 0.15, 0.17, 0.14, 0.16, 0.07, 0.18, 0.22, 0.20, 0.19]
}

#two
{
  "formula": "C5H9N2O3",
  "method": "the ωB97M-V functional and the def2-TZVPD basis",
  "multiplicity": 1,
  "smiles": "CNCCC(=C=O)[N+](=O)O",
  "charge": 1,
  "gap_ha": [0.275, 0.275],
  "elements": ["C", "N", "C", "C", "C", "C", "O", "N", "O", "O", "H", "H", "H", "H", "H", "H", "H", "H", "H"],
  "xyz": [[-1.571, 0.081, 1.360], [-1.429, 0.794, 0.125], [-1.299, -0.016, -1.109], [-0.034, -0.846, -1.038], [1.068, 0.020, -0.370], [1.078, 1.413, -0.361], [1.096, 2.551, -0.352], [2.164, -0.589, 0.207], [2.228, -1.677, 0.621], [3.182, 0.231, 0.495], [-0.645, -0.357, 1.715], [-1.704, 0.937, 2.134], [-2.282, -0.735, 1.358], [-2.173, 1.587, 0.026], [-1.419, 0.598, -1.946], [-2.134, -0.756, -1.156], [0.099, -0.933, -2.174], [-0.062, -1.962, -0.611], [3.838, -0.341, 1.077]],
  "lowdin_charge": [-0.12, -0.16, -0.23, -0.09, -0.11, 0.03, 0.34, -0.26, 0.20, 0.14, 0.06, 0.13, 0.09, 0.18, 0.11, 0.14, 0.15, 0.18, 0.24]
}

Most stable: #one

#one
{
  "formula": "C6H15N3",
  "method": "the ωB97M-V functional and the def2-TZVPD basis",
  "multiplicity": 1,
  "charge": 0,
  "gap_ha": 0.254,
  "elements": ["C", "C", "C", "C", "N", "H", "H", "H", "H", "H", "H", "H", "H", "H", "H", "H", "C", "C", "N", "N", "H", "H", "H", "H"],
  "xyz": [[0.547, -1.219, -0.404], [1.911, -0.724, -0.760], [0.061, 0.741, 1.593], [0.386, -2.214, 0.696], [-0.451, -1.084, -1.245], [-1.491, -0.798, -0.746], [-0.305, -0.388, -1.971], [0.965, -1.934, 1.575], [1.852, 0.245, -1.260], [2.388, -1.432, -1.444], [2.537, -0.618, 0.125], [0.073, 1.788, 1.882], [-0.414, 0.105, 2.334], [1.102, 0.461, 1.418], [0.750, -3.188, 0.350], [-0.662, -2.318, 0.975], [-1.263, 1.922, -0.569], [-0.076, 2.412, -0.936], [-1.554, 1.073, 0.502], [-2.324, 0.054, 0.168], [-2.706, -0.329, 1.035], [-2.142, 2.127, -1.174], [0.827, 2.216, -0.378], [-0.013, 3.101, -1.764]],
  "lowdin_charge": [-0.41, -0.04, -0.01, -0.04, 0.14, 0.09, 0.10, 0.08, 0.07, 0.10, 0.08, 0.03, 0.02, 0.00, 0.10, 0.08, -0.26, -0.03, -0.21, -0.09, 0.05, 0.10, 0.03, 0.04]
}

#two
{
  "formula": "C6H15N3",
  "method": "the ωB97M-V functional and the def2-TZVPD basis",
  "multiplicity": 1,
  "charge": 0,
  "gap_ha": 0.379,
  "elements": ["C", "C", "C", "N", "N", "H", "H", "H", "H", "H", "H", "H", "H", "H", "H", "C", "C", "C", "N", "H", "H", "H", "H", "H"],
  "xyz": [[1.259, -1.119, -1.622], [0.789, -1.659, -0.263], [2.654, -0.499, -1.508], [0.226, -0.203, -2.120], [-0.586, -2.175, -0.271], [1.297, -1.958, -2.328], [0.446, 0.133, -3.050], [0.133, 0.605, -1.509], [-0.604, -3.182, -0.369], [-1.072, -1.767, -1.067], [1.472, -2.437, 0.084], [0.857, -0.839, 0.461], [3.388, -1.229, -1.155], [2.642, 0.340, -0.806], [2.992, -0.124, -2.476], [-1.466, 3.225, 2.031], [-1.470, 0.454, 1.029], [-2.101, 2.841, 3.007], [-1.019, 1.459, 0.616], [-0.957, 3.795, 1.295], [-2.341, 0.582, 2.374], [-1.503, -0.627, 0.907], [-2.445, 1.350, 2.801], [-2.591, 3.032, 3.937]],
  "lowdin_charge": [-0.46, -0.26, -0.08, 0.03, -0.02, 0.13, 0.07, 0.05, 0.07, 0.06, 0.11, 0.09, 0.07, 0.08, 0.07, -0.02, -0.18, -0.10, 0.05, 0.04, 0.07, 0.05, 0.04, 0.05]
}

#three
{
  "formula": "C6H15N3",
  "method": "the ωB97M-V functional and the def2-TZVPD basis",
  "multiplicity": 1,
  "smiles": "[H]/N=C(\\N)NC(C)(C)CC",
  "charge": 0,
  "gap_ha": 0.347,
  "elements": ["H", "N", "C", "N", "N", "C", "C", "C", "C", "C", "H", "H", "H", "H", "H", "H", "H", "H", "H", "H", "H", "H", "H", "H"],
  "xyz": [[3.356, 0.158, -1.956], [2.371, -0.098, -1.819], [2.112, -0.431, -0.621], [2.992, -0.517, 0.395], [0.554, -0.848, -0.074], [-0.218, 0.289, 0.170], [-0.567, 1.108, -1.061], [0.279, 1.173, 1.303], [-1.679, -0.664, 0.881], [-2.761, -0.901, -0.145], [3.979, -0.585, 0.177], [2.654, -1.000, 1.214], [0.202, -1.310, -0.913], [-0.894, 0.476, -1.891], [0.331, 1.623, -1.425], [-1.345, 1.842, -0.836], [0.624, 0.576, 2.150], [-0.522, 1.838, 1.640], [1.107, 1.805, 0.969], [-2.037, -0.044, 1.704], [-1.371, -1.602, 1.348], [-3.154, 0.043, -0.533], [-3.616, -1.422, 0.306], [-2.397, -1.508, -0.979]],
  "lowdin_charge": [0.05, 0.10, -0.44, 0.11, 0.04, -0.55, -0.07, -0.07, -0.13, -0.15, 0.10, 0.09, 0.10, 0.08, 0.07, 0.08, 0.08, 0.08, 0.08, 0.08, 0.08, 0.07, 0.07, 0.07]
}

Most stable: #three

#one
{
  "formula": "C3H7NOS2",
  "method": "the ωB97M-V functional and the def2-TZVPD basis",
  "multiplicity": 1,
  "smiles": "N[C@@H](C=O)CSS",
  "charge": 0,
  "gap_ha": 0.341,
  "elements": ["N", "C", "C", "O", "C", "S", "S", "H", "H", "H", "H", "H", "H", "H"],
  "xyz": [[2.475, 0.559, -0.690], [1.470, -0.486, -0.354], [2.442, -0.402, 1.083], [2.565, 0.699, 1.701], [0.016, 0.281, -0.038], [-1.284, -0.711, -0.638], [-2.992, 0.195, -0.001], [2.299, 1.574, -0.534], [2.793, 0.647, -1.656], [1.704, -1.461, -0.779], [3.216, -1.114, 0.567], [-0.053, 0.326, 1.110], [0.118, 1.134, -0.738], [-3.077, 1.278, -0.672]],
  "lowdin_charge": [-0.04, -0.26, -0.18, -0.06, -0.57, 0.40, 0.34, 0.12, 0.09, 0.12, 0.13, 0.10, 0.07, -0.24]
}

#two
{
  "formula": "C3H7NOS2",
  "method": "the ωB97M-V functional and the def2-TZVPD basis",
  "multiplicity": 1,
  "smiles": "CSCONC=S",
  "charge": 0,
  "gap_ha": 0.337,
  "elements": ["C", "S", "C", "O", "N", "C", "S", "H", "H", "H", "H", "H", "H", "H"],
  "xyz": [[-0.123, -0.134, -1.906], [-1.691, 0.299, -1.137], [-1.060, 1.005, 0.349], [-0.904, 0.188, 1.545], [0.038, -0.766, 1.295], [1.363, -0.631, 1.357], [2.198, 0.670, 1.883], [0.379, 0.751, -2.215], [-0.340, -0.573, -2.836], [0.467, -0.742, -1.252], [-0.085, 1.410, 0.151], [-1.729, 1.742, 0.739], [-0.357, -1.625, 1.013], [1.842, -1.592, 1.014]],
  "lowdin_charge": [-0.39, 0.86, -0.51, -0.15, -0.12, -0.74, 0.61, 0.04, 0.02, 0.02, 0.06, 0.08, 0.13, 0.09]
}

Most stable: #two

#one
{
  "formula": "C3H7NOS2",
  "method": "the ωB97M-V functional and the def2-TZVPD basis",
  "multiplicity": 1,
  "charge": 0,
  "gap_ha": 0.312,
  "elements": ["C", "C", "C", "H", "H", "H", "H", "H", "H", "H", "N", "O", "S", "S"],
  "xyz": [[2.860, -0.263, -0.040], [-0.135, 0.214, -0.304], [-1.750, -1.527, 0.435], [3.714, -0.872, 0.337], [2.918, 0.106, -1.183], [2.841, 0.826, 0.424], [-3.182, -1.958, 0.644], [-0.994, -1.240, 1.813], [-1.567, -2.541, -0.427], [-2.128, 1.468, -0.256], [-1.425, -0.268, -0.535], [-2.425, 0.466, -0.154], [1.141, -1.059, -0.027], [0.230, 1.798, 0.219]],
  "lowdin_charge": [-0.40, -1.05, -0.13, 0.04, 0.07, 0.03, 0.18, 0.22, 0.12, 0.11, -0.36, -0.15, 0.74, 0.59]
}

#two
{
  "formula": "C3H7NOS2",
  "method": "the ωB97M-V functional and the def2-TZVPD basis",
  "multiplicity": 1,
  "smiles": "O=CNCCSS",
  "charge": 0,
  "gap_ha": 0.361,
  "elements": ["O", "C", "N", "C", "C", "S", "S", "H", "H", "H", "H", "H", "H", "H"],
  "xyz": [[0.953, 3.752, -0.283], [0.872, 2.948, 0.593], [1.557, 1.758, 0.737], [0.779, 0.589, 1.124], [0.279, -0.198, -0.097], [-1.010, -1.417, 0.349], [-0.965, -2.700, -1.212], [0.097, 3.055, 1.379], [2.482, 1.589, 0.377], [-0.132, 1.035, 1.548], [1.303, -0.064, 1.815], [-0.085, 0.454, -0.890], [1.141, -0.748, -0.486], [-1.682, -2.110, -2.168]],
  "lowdin_charge": [0.06, -0.38, 0.01, -0.28, -0.55, 0.40, 0.31, 0.13, 0.14, 0.10, 0.12, 0.08, 0.06, -0.20]
}

Most stable: #two

#one
{
  "formula": "C6H6Cl2",
  "method": "the ωB97M-V functional and the def2-TZVPD basis",
  "multiplicity": 1,
  "smiles": "Cl[C@@H]1C#CCC[C@H]1Cl",
  "charge": 0,
  "gap_ha": 0.366,
  "elements": ["Cl", "C", "C", "C", "C", "C", "C", "Cl", "H", "H", "H", "H", "H", "H"],
  "xyz": [[-0.430, -2.867, 0.524], [-0.254, -1.288, 1.113], [-1.592, -0.333, 0.925], [-1.490, 0.642, 0.170], [-0.657, 1.466, -0.670], [0.340, 0.281, -0.948], [0.737, -0.493, 0.249], [1.621, 0.703, 1.377], [0.196, -1.353, 2.185], [-0.967, 1.937, -1.612], [-0.076, 2.167, -0.046], [-0.095, -0.439, -1.823], [1.152, 0.765, -1.469], [1.516, -1.186, 0.025]],
  "lowdin_charge": [0.69, -0.77, 0.00, -0.08, -0.17, -0.25, -0.68, 0.59, 0.11, 0.12, 0.09, 0.18, 0.10, 0.07]
}

#two
{
  "formula": "C6H6Cl2",
  "method": "the ωB97M-V functional and the def2-TZVPD basis",
  "multiplicity": 1,
  "charge": 0,
  "gap_ha": 0.304,
  "elements": ["C", "C", "C", "C", "C", "C", "Cl", "Cl", "H", "H", "H", "H", "H", "H"],
  "xyz": [[-0.316, 2.351, -1.085], [-0.518, 1.270, -0.620], [-1.678, 0.129, 1.219], [-0.990, 0.068, 0.023], [2.835, -1.048, 0.335], [-0.512, -1.250, -0.623], [3.241, 0.142, -0.804], [2.089, -0.503, 1.618], [0.034, 3.289, -1.498], [-1.665, 1.099, 1.773], [-1.585, -0.720, 1.811], [0.620, -1.342, -0.333], [-0.661, -1.270, -1.651], [-0.894, -2.215, -0.165]],
  "lowdin_charge": [0.12, -0.14, 0.05, -0.38, -1.13, -0.07, 0.53, 0.67, 0.04, 0.08, 0.03, 0.03, 0.05, 0.10]
}

Most stable: #one